(1)
ORCA calculation (ωB97M-V/def2-TZVPD) on C15H20Cl16N2OSSb as an isolated structure.

Atoms and positions in Å:
C (-2.8275, -0.6190, -1.6343)
C (-2.2721, -1.6876, -1.5977)
C (-1.4318, -2.9438, -1.6700)
C (-0.3089, -2.8785, -2.7930)
C (0.2512, -1.4317, -2.9166)
Sb (2.2995, -1.3359, -3.7753)
C (2.5813, 0.6493, -2.8072)
C (3.8287, 0.7391, -1.8794)
C (5.0726, 1.4102, -2.5201)
C (4.8350, 2.8177, -3.1002)
S (4.3328, 4.0450, -1.8036)
C (3.6731, 5.3608, -2.8302)
N (2.4562, 5.7650, -2.9930)
N (2.5696, 6.7725, -3.9249)
C (3.7946, 6.9175, -4.2670)
O (4.5824, 6.0195, -3.5789)
H (-3.4467, 0.2453, -1.8130)
H (-0.9578, -3.1421, -0.6952)
H (-2.1413, -3.7737, -1.8605)
H (0.4759, -3.5888, -2.4735)
H (-0.8138, -3.2108, -3.7195)
H (-0.4318, -0.8739, -3.5845)
H (0.3035, -0.9822, -1.9038)
H (1.6030, -0.5619, -5.2237)
H (3.8893, -1.1371, -4.5465)
H (3.0323, -2.1512, -2.3925)
H (2.1135, -2.9111, -4.5809)
H (1.6931, 0.8127, -2.1579)
H (2.5268, 1.4201, -3.5989)
H (3.5536, 1.2378, -0.9267)
H (4.1210, -0.3105, -1.6409)
H (5.4045, 0.7647, -3.3611)
H (5.9129, 1.4328, -1.7988)
H (5.7171, 3.2245, -3.6337)
H (4.0150, 2.8121, -3.8400)
H (4.2270, 7.6001, -4.9930)
C (-3.5969, -6.0893, 0.2835)
Cl (-3.5263, -7.0974, -1.1705)
Cl (-4.4950, -6.9439, 1.5512)
Cl (-1.9565, -5.7535, 0.8483)
Cl (-4.4132, -4.5665, -0.0924)
C (-1.4354, -1.1844, 2.7407)
Cl (-1.7225, -1.3673, 1.0039)
Cl (0.2405, -0.6784, 3.0144)
Cl (-2.5362, 0.0408, 3.3981)
Cl (-1.7268, -2.7317, 3.5612)
C (-5.3187, 1.5437, 6.3712)
Cl (-4.1930, 0.3270, 6.9941)
Cl (-6.8686, 0.7741, 5.9954)
Cl (-5.5673, 2.8111, 7.5835)
Cl (-4.6468, 2.2657, 4.9034)
C (-4.4949, 0.4283, 11.1692)
Cl (-5.7071, 0.2848, 9.8917)
Cl (-3.0793, 1.2861, 10.5436)
Cl (-5.1761, 1.3305, 12.5332)
Cl (-4.0137, -1.1867, 11.7123)

Output
Orbital gap ... 4.9 eV
LUMO ... 1.22 eV
Calculated total energy ... -238630.35293 eV
Maximum force ... 1.976 eV/A
Net charge ... -1

Results of the Löwdin charge analysis, in e, for atoms 1 through 2: number 1, C, carries 0.05; number 2, C, carries -0.28



(2)
ORCA calculation (ωB97M-V/def2-TZVPD) on a 2-piece molecular cluster, C5HO4 overall.

Atoms and positions in Å:
C (0.4957, -0.7412, 0.0931)
C (-0.0447, -2.0333, -0.0658)
C (-0.3160, -3.2125, -0.3417)
C (0.3190, 0.3882, 0.7273)
C (-0.3725, 2.8949, 0.0254)
O (0.3083, 1.4522, 1.3016)
O (-1.5249, 2.8678, 0.2301)
O (-0.5368, -4.3955, -0.6413)
O (0.6179, 3.2459, -0.4543)
H (1.0539, -0.4666, -0.8745)

Output
Orbital gap ... 6.1 eV
LUMO ... 3.22 eV
Calculated total energy ... -13389.63096 eV
Maximum force ... 2.615 eV/A
Net charge ... -1

Results of the Löwdin charge analysis, in e, for atoms 1 through 2: number 1, C, carries -0.18; number 2, C, carries -0.13



(3)
ORCA calculation (ωB97M-V/def2-TZVPD) on C27H24ClN5Pd as an isolated structure.

Atoms and positions in Å:
Pd (-0.1358, 0.2741, -1.8849)
C (-4.2665, 1.8905, 2.7673)
C (-3.2048, 1.1104, 2.0334)
C (-1.9257, 0.9315, 2.5598)
C (-0.9341, 0.2622, 1.8639)
C (-1.1621, -0.3152, 0.6058)
N (-0.2078, -0.9641, -0.1645)
C (0.8507, -1.5754, 0.4795)
C (0.6341, -2.3235, 1.6537)
C (1.6339, -3.0015, 2.3155)
C (2.9429, -3.0179, 1.8333)
C (4.0277, -3.8062, 2.5217)
C (3.1782, -2.3158, 0.6673)
C (2.1780, -1.5964, 0.0143)
N (2.6025, -0.8718, -1.1562)
C (3.7979, -0.2892, -1.3541)
C (3.8484, 0.1330, -2.6661)
C (2.6095, -0.2468, -3.1945)
N (1.8566, -0.8598, -2.2823)
C (-2.4622, -0.1422, 0.1024)
C (-3.4426, 0.5659, 0.7789)
N (-2.8106, -0.7208, -1.1642)
C (-3.9251, -1.4167, -1.4585)
C (-3.8931, -1.7159, -2.7998)
C (-2.6905, -1.1540, -3.2540)
N (-2.0435, -0.5543, -2.2692)
H (-4.0141, 1.9952, 3.8230)
H (-5.2404, 1.4014, 2.7076)
H (-4.3852, 2.8978, 2.3595)
H (-1.6862, 1.3573, 3.5293)
H (0.0555, 0.1757, 2.2960)
H (-0.3777, -2.3586, 2.0381)
H (1.3882, -3.5547, 3.2160)
H (3.7762, -3.9811, 3.5683)
H (4.9842, -3.2820, 2.4947)
H (4.1779, -4.7827, 2.0551)
H (4.1711, -2.3335, 0.2296)
H (4.5122, -0.2080, -0.5517)
H (4.6580, 0.6446, -3.1571)
H (2.2181, -0.1128, -4.1902)
H (-4.4113, 0.6919, 0.3046)
H (-4.6314, -1.6657, -0.6847)
H (-4.6196, -2.2726, -3.3646)
H (-2.2569, -1.1670, -4.2406)
Cl (0.8527, 3.5378, 2.7998)
C (0.6104, 3.1518, 1.1218)
C (1.6348, 2.5778, 0.4070)
C (1.4223, 2.2665, -0.9393)
C (0.1863, 2.5093, -1.5407)
C (-0.0452, 2.0205, -2.9061)
C (-0.8426, 3.0810, -0.7706)
C (-0.6314, 3.4225, 0.5440)
H (2.5860, 2.3785, 0.8824)
H (2.2315, 1.8611, -1.5344)
H (0.8135, 2.0214, -3.5717)
H (-0.9614, 2.3423, -3.3905)
H (-1.8137, 3.2409, -1.2237)
H (-1.4179, 3.8634, 1.1407)

Output
Orbital gap ... 6.8 eV
LUMO ... 0.14 eV
Relative energy (zero: lowest compared OMol25 entry of this formula, charge and spin) ... 0.0 kcal/mol
Calculated total energy ... -51840.41413 eV
Maximum force ... 0.949 eV/A

Results of the Löwdin charge analysis, in e, for atoms 1 through 2: number 1, Pd, carries 0.85; number 2, C, carries -0.06



(4)
ORCA calculation (ωB97M-V/def2-TZVPD) on a 7-piece molecular cluster, C27H52F3O19 overall.

Atoms and positions in Å:
O (0.8407, -0.5738, 0.3378)
H (0.4127, 0.1842, 0.8498)
C (4.0687, -0.9528, -0.2512)
C (4.1197, 0.5142, -0.6442)
O (4.7287, 0.2192, -1.9422)
C (5.4217, -0.9678, -2.0602)
O (6.1257, -1.2418, -3.0012)
O (5.1377, -1.5678, -0.8522)
F (5.1707, 1.0832, 0.0168)
H (3.1557, -1.5718, -0.4472)
H (4.1297, -0.9398, 0.8878)
H (3.1087, 1.0232, -0.8402)
C (1.3107, -1.4378, -3.0222)
C (0.6627, -0.1048, -2.9682)
O (-0.4793, -0.2858, -3.8452)
C (-0.3213, -1.4478, -4.5242)
O (-1.0643, -1.8268, -5.3912)
O (0.7417, -2.0788, -4.0772)
F (1.4977, 0.9412, -3.1722)
H (1.2687, -1.8908, -2.1462)
H (2.3037, -1.4168, -3.0202)
H (0.3237, 0.0822, -1.9802)
C (0.4767, -3.1258, 2.7218)
C (1.6067, -3.4258, 1.7488)
O (1.4087, -4.8548, 1.5418)
C (0.4277, -5.3158, 2.3338)
O (-0.0033, -6.3858, 2.2818)
O (-0.2313, -4.2698, 2.9038)
F (2.7777, -3.3388, 2.3628)
H (-0.2203, -2.4598, 2.4318)
H (0.6557, -2.5948, 3.5648)
H (1.3487, -2.8398, 0.8558)
C (-2.2343, 6.0942, -5.9332)
O (-1.6263, 6.0612, -4.5802)
C (-0.2853, 5.4702, -4.4982)
C (0.1797, 5.5152, -2.9802)
O (-0.4673, 4.5592, -2.2892)
C (0.1147, 4.2482, -1.0642)
C (-0.6073, 3.1152, -0.3672)
O (-1.9943, 3.6182, -0.3252)
C (-2.6453, 2.7942, 0.7568)
H (-1.5083, 6.8202, -6.3152)
H (-3.3093, 6.5172, -5.8892)
H (-2.4903, 5.1242, -6.3812)
H (0.4247, 5.9842, -5.3042)
H (-0.4993, 4.4662, -4.8502)
H (0.1687, 6.4072, -2.6772)
H (1.2487, 5.3042, -3.0452)
H (0.4327, 5.0512, -0.4872)
H (1.2127, 4.0272, -1.0612)
H (-0.0703, 2.8352, 0.6828)
H (-0.6293, 2.1162, -0.7542)
H (-2.3983, 3.1622, 1.7508)
H (-2.3463, 1.6252, 0.5798)
H (-3.7363, 2.8282, 0.7068)
C (-3.8263, -8.0308, 1.1648)
O (-3.7803, -7.6098, -0.0872)
C (-2.8213, -6.6318, -0.5112)
C (-2.9313, -5.2848, 0.2678)
O (-2.4773, -4.3908, -0.4042)
C (-2.4723, -3.0648, 0.1508)
C (-2.2993, -1.8818, -0.7602)
O (-3.4743, -1.6428, -1.5682)
C (-3.6773, -2.6038, -2.6092)
H (-4.2963, -8.9658, 1.2908)
H (-4.3723, -7.5248, 1.9958)
H (-2.8613, -7.9378, 1.6358)
H (-2.8563, -6.5678, -1.6392)
H (-1.8933, -7.0348, -0.4892)
H (-2.4803, -5.4728, 1.2508)
H (-3.8083, -4.9998, 0.2858)
H (-1.7163, -2.9098, 1.0548)
H (-3.5483, -3.0698, 0.4528)
H (-1.2773, -1.9218, -1.1632)
H (-2.0853, -1.1118, -0.1352)
H (-4.0523, -3.4968, -2.1262)
H (-2.7983, -2.6468, -3.2342)
H (-4.4853, -2.3908, -3.4142)
C (3.7697, 5.2522, 2.4248)
O (2.8767, 4.1562, 2.0478)
C (3.4537, 2.9532, 2.5998)
C (2.5087, 1.7972, 2.4848)
O (1.5727, 1.9922, 3.1988)
C (0.5667, 0.8632, 3.2928)
C (-0.2533, 0.9422, 4.6378)
O (-1.2003, 1.9482, 4.3698)
C (-1.8403, 2.2202, 5.7338)
H (3.7487, 5.5292, 3.4708)
H (3.3347, 5.9662, 1.8068)
H (4.8787, 5.2212, 2.1528)
H (3.6727, 2.9752, 3.6638)
H (4.4697, 2.7512, 2.0528)
H (3.1387, 1.0612, 2.9498)
H (2.5567, 1.8252, 1.4758)
H (1.1367, -0.0168, 3.1418)
H (0.0477, 1.1372, 2.4418)
H (0.3997, 1.0322, 5.4538)
H (-0.5723, -0.0358, 4.7798)
H (-2.5613, 2.8822, 5.4708)
H (-1.1063, 2.6942, 6.2628)
H (-2.1523, 1.1682, 6.3518)

Output
Orbital gap ... 7.7 eV
LUMO ... 2.18 eV
Relative energy (zero: lowest compared OMol25 entry of this formula, charge and spin) ... 39.5 kcal/mol
Calculated total energy ... -75879.75086 eV
Maximum force ... 15.563 eV/A
Net charge ... -1

Results of the Löwdin charge analysis, in e, for atoms 1 through 2: number 1, O, carries -0.44; number 2, H, carries -0.11



(5)
ORCA calculation (ωB97M-V/def2-TZVPD) on C11H24ClGdI2N2P2 as an isolated structure.

Atoms and positions in Å:
I (2.0082, 1.8015, 3.7324)
I (-2.1145, 0.8318, 4.1171)
Gd (-0.0181, -0.4612, -0.2410)
P (-2.8915, -0.5855, -0.3472)
C (-3.8998, -1.1800, 1.0558)
C (-3.5263, 1.1299, -0.5392)
H (-4.4188, 1.1202, -1.1818)
H (-4.4373, -0.7673, -2.2333)
H (-2.7462, 1.7512, -1.0026)
H (-2.9132, -1.6611, -2.5071)
H (-4.5342, -0.3720, 1.4433)
H (-3.7785, 1.5405, 0.4477)
C (-3.6884, -1.4204, -1.7675)
H (-4.5259, -2.0214, 0.7261)
H (-4.1597, -2.3502, -1.4265)
H (-3.2300, -1.5186, 1.8574)
P (2.8384, -0.2239, -0.2103)
C (3.9074, -0.7538, 1.1714)
C (3.7305, -0.9205, -1.6476)
H (2.5652, 2.0335, -1.0310)
H (4.2951, 1.6475, -0.7348)
H (3.1908, 2.0350, 0.6381)
C (3.2726, 1.5519, -0.3437)
H (3.0317, -0.9851, -2.4930)
H (4.5766, -0.2771, -1.9265)
H (4.8338, -0.1624, 1.2044)
H (4.1540, -1.8162, 1.0462)
H (4.0878, -1.9293, -1.4019)
H (3.3739, -0.6240, 2.1213)
Cl (-0.0458, 1.4120, -1.8683)
N (0.2165, 0.4805, 6.1289)
C (0.0247, 0.3653, 4.7254)
C (0.3874, -0.7947, 3.9580)
C (0.2465, -0.7795, 2.5931)
N (-0.1550, 0.3146, 1.8823)
C (-0.6168, 1.4656, 2.5955)
C (-0.0092, 1.6907, 3.9279)
H (1.1840, 0.6162, 6.4254)
H (-0.2311, -0.2468, 6.6877)
H (0.7771, -1.6683, 4.4898)
H (0.4674, -1.7108, 2.0244)
H (-0.8735, 2.3234, 1.9821)
H (-0.2829, 2.5925, 4.4774)

Output
Orbital gap (alpha / beta) ... 7.7 / 5.3 eV
LUMO (alpha / beta) ... -7.05 / -9.42 eV
Relative energy (zero: lowest compared OMol25 entry of this formula, charge and spin) ... 32.3 kcal/mol
<S²> ... 16.05
Multiplicity ... 8
Calculated total energy ... -82896.14679 eV
Maximum force ... 5.841 eV/A
Net charge ... +2

Results of the Löwdin charge analysis, in e, for atoms 1 through 2: number 1, I, carries 1.19; number 2, I, carries 1.50



(6)
ORCA calculation (ωB97M-V/def2-TZVPD) on a 2-piece molecular cluster, C2H8NO overall.

Atoms and positions in Å:
C (-0.1673, 0.8509, 1.1106)
C (-0.0812, 1.1477, -1.3068)
N (-0.0404, 0.3089, -0.2851)
H (0.8514, 1.0176, 1.5484)
H (-0.7145, 0.3217, 1.8839)
H (-0.6637, 1.8689, 1.3990)
H (-0.3858, 2.1100, -1.2559)
H (0.2208, 0.9407, -2.3338)
H (0.1089, -0.8207, -0.3689)
H (-0.3596, -2.5990, 0.3937)
H (0.9378, -2.8478, -0.4815)
O (0.2937, -2.2990, -0.3035)

Output
Orbital gap ... 12.0 eV
LUMO ... -4.99 eV
Relative energy (zero: lowest compared OMol25 entry of this formula, charge and spin) ... 50.2 kcal/mol
Calculated total energy ... -5732.70887 eV
Maximum force ... 8.812 eV/A
Net charge ... +1

Results of the Löwdin charge analysis, in e, for atoms 1 through 2: number 1, C, carries -0.05; number 2, C, carries 0.19



(7)
ORCA calculation (ωB97M-V/def2-TZVPD) on a 3-piece molecular cluster, C32H73FN3O6P2 overall.

Atoms and positions in Å:
C (-3.7098, 0.6663, -1.1135)
C (-2.6359, -0.1172, -1.1638)
C (-1.2442, 0.3124, -0.8651)
P (0.3364, 0.0377, -1.9752)
C (0.4927, -1.7382, -1.1687)
O (-0.7064, -2.5252, -1.2172)
C (-0.8150, -3.4935, -0.2255)
O (-2.1821, -3.6270, 0.1166)
C (-2.8888, -4.4214, -0.8126)
C (-4.2169, -3.7872, -1.2317)
O (-4.8615, -3.1520, -0.1241)
C (2.0316, -0.4077, -2.8600)
C (2.7343, 0.5582, -3.7738)
O (2.7094, 0.4041, -4.9222)
F (3.4875, 1.6320, -3.3783)
C (-0.5359, -0.6260, -3.5313)
C (-1.8729, -0.1166, -4.1324)
C (-2.8736, -1.3428, -4.1424)
C (-1.7782, 0.1875, -5.6781)
O (1.1176, 0.6108, -0.4927)
C (2.2717, 1.3490, -0.3655)
C (2.1200, 2.8456, 0.1113)
C (3.1207, 3.7645, -0.6157)
C (2.2025, 2.9267, 1.6576)
C (2.1569, 4.3562, 2.2312)
C (1.1693, 5.2954, 1.5127)
C (1.8719, 4.3747, 3.7464)
P (0.3718, 2.1997, -2.7009)
N (0.1989, 2.2923, -4.4359)
O (-1.0214, 3.0108, -2.2080)
H (-4.6013, 0.1973, -0.6909)
H (-3.7260, 1.7095, -1.4256)
H (-2.8619, -1.1591, -1.3904)
H (-1.2568, 1.3016, -0.3865)
H (-0.9871, -0.2796, 0.0312)
H (1.3156, -2.3345, -1.6125)
H (0.7842, -1.6372, -0.1106)
H (-0.4361, -4.4533, -0.6278)
H (-0.3048, -3.2404, 0.7134)
H (-2.3006, -4.6222, -1.7196)
H (-3.1093, -5.4064, -0.3637)
H (-4.0877, -3.0337, -2.0186)
H (-4.8871, -4.5512, -1.6564)
H (-5.0291, -2.2424, -0.3968)
H (1.9100, -1.3116, -3.4535)
H (2.7760, -0.7226, -2.1081)
H (-0.5309, -1.7260, -3.6010)
H (0.1573, -0.3867, -4.3552)
H (-2.3357, 0.7798, -3.7131)
H (-3.8795, -0.9687, -3.9071)
H (-2.6073, -2.0729, -3.3674)
H (-2.8276, -1.8856, -5.0893)
H (-1.6635, 1.2537, -5.8861)
H (-0.9856, -0.4062, -6.1481)
H (-2.7087, -0.1093, -6.1841)
H (2.8115, 0.9142, 0.5159)
H (3.0746, 1.3675, -1.1153)
H (1.1027, 3.1694, -0.1447)
H (2.6052, 4.3083, -1.4154)
H (3.5927, 4.5076, 0.0397)
H (3.9490, 3.2279, -1.0974)
H (1.3870, 2.3055, 2.0567)
H (3.1608, 2.4744, 1.9593)
H (3.1561, 4.7880, 2.0749)
H (1.5406, 5.5768, 0.5235)
H (0.1682, 4.8631, 1.4155)
H (1.0682, 6.2191, 2.0997)
H (0.8759, 3.9770, 3.9750)
H (1.8808, 5.4293, 4.0558)
H (2.6528, 3.8584, 4.3151)
H (-0.5273, 2.9498, -4.7105)
H (1.0487, 2.6720, -4.8467)
H (-1.8285, 2.5299, -2.4508)
C (-3.6735, 2.2989, 5.8789)
C (-3.7352, 3.2559, 4.6968)
N (-2.6941, 3.0291, 3.7146)
C (-2.5826, 4.0971, 2.7345)
C (-3.7646, 4.3330, 1.7886)
C (-2.6069, 1.6805, 3.1748)
C (-3.8452, 1.1083, 2.4782)
H (-2.6928, 2.3293, 6.3570)
H (-4.4206, 2.5838, 6.6227)
H (-3.8857, 1.2701, 5.5839)
H (-3.6225, 4.2708, 5.0905)
H (-4.7421, 3.2030, 4.2531)
H (-1.6821, 3.9358, 2.1375)
H (-2.3949, 5.0293, 3.2806)
H (-3.8200, 3.5707, 1.0122)
H (-3.6404, 5.2933, 1.2816)
H (-4.7193, 4.3656, 2.3166)
H (-2.3325, 1.0038, 3.9899)
H (-1.7584, 1.6284, 2.4872)
H (-4.7674, 1.3020, 3.0314)
H (-3.7429, 0.0244, 2.3875)
H (-3.9541, 1.4982, 1.4683)
C (4.0183, -2.3590, -0.2297)
C (4.6180, -3.2859, 0.8163)
N (3.6388, -4.1624, 1.4341)
C (4.1430, -4.8502, 2.6097)
C (5.2886, -5.8523, 2.4233)
C (2.8492, -4.9731, 0.5222)
C (3.5943, -5.9238, -0.4226)
H (3.1978, -1.7741, 0.1887)
H (4.7793, -1.6627, -0.5877)
H (3.6477, -2.9082, -1.0971)
H (5.0626, -2.6603, 1.5959)
H (5.4472, -3.8480, 0.3572)
H (3.3107, -5.3553, 3.1092)
H (4.4758, -4.0869, 3.3215)
H (4.9436, -6.7845, 1.9770)
H (5.7150, -6.1061, 3.3973)
H (6.0962, -5.4496, 1.8108)
H (2.2390, -4.3000, -0.0875)
H (2.1193, -5.5470, 1.1005)
H (4.4628, -5.4544, -0.8870)
H (2.9247, -6.2360, -1.2278)
H (3.9199, -6.8314, 0.0854)

Output
Orbital gap ... 6.2 eV
LUMO ... 2.57 eV
Calculated total energy ... -72414.99930 eV
Maximum force ... 3.840 eV/A
Net charge ... -1

Results of the Löwdin charge analysis, in e, for atoms 1 through 2: number 1, C, carries -0.05; number 2, C, carries -0.23



(8)
ORCA calculation (ωB97M-V/def2-TZVPD) on C6H5ClN4OS in the gas phase.

Atoms and positions in Å:
C (0.3712, -2.0155, 0.8064)
O (-0.8782, -1.4197, 0.4660)
C (-0.9433, -0.1640, -0.0117)
N (0.2188, 0.4230, -0.2448)
C (0.0894, 1.7589, -0.5233)
C (-1.1419, 2.3799, -0.8000)
C (-2.2360, 1.5748, -0.4872)
N (-3.5922, 2.0377, -0.5043)
C (-4.3173, 1.2043, -1.0447)
S (-5.8732, 0.7208, -1.2749)
N (-4.2850, -0.0995, -1.5787)
Cl (-3.9721, -0.2427, -3.3963)
N (-2.1694, 0.3306, 0.0232)
H (0.9914, -2.5831, 0.0207)
H (0.3068, -2.6434, 1.8042)
H (0.9905, -1.1459, 1.1313)
H (0.9801, 2.4037, -0.4371)
H (-1.3597, 3.3173, -1.2365)

Output
Orbital gap ... 8.6 eV
LUMO ... -0.92 eV
Calculated total energy ... -37664.43170 eV
Maximum force ... 2.971 eV/A

Results of the Löwdin charge analysis, in e, for atoms 1 through 2: number 1, C, carries -0.10; number 2, O, carries -0.06